Formula: C4H14N3
Source: OMol25
Level of theory: ωB97M-V/def2-TZVPD

The net charge is +1. Its total energy is -324.836452 Ha. The HOMO-LUMO gap comes out at 0.4079 Ha. For the energy above the lowest of the compared OMol25 structures with the same formula, charge and spin, the calculation gives 17.8 kcal per mole. As for the LUMO energy: -3.278 eV. For the HOMO energy, the calculation gives -14.378 eV.

Each line ends with the natural charge from an NBO analysis.
Positions of all 21 atoms, in Å:
C: 0.43518 1.65888 0.23091  -0.443
C: 1.98674 -0.08620 1.11165  0.671
N: 1.57380 0.73380 0.16375  -0.524
N: 1.73431 0.17524 2.38460  -0.753
N: 3.02468 -0.92212 0.78679  -0.750
H: 1.71269 0.41837 -0.78674  0.414
H: 0.95007 0.66104 2.79938  0.444
H: 2.20970 -0.41272 3.05741  0.418
H: 2.97406 -1.38910 -0.11603  0.417
H: 3.18904 -1.61622 1.49507  0.402
H: 0.51597 2.32679 1.10095  0.223
H: -0.48188 1.08866 0.25310  0.222
H: 0.49033 2.42919 -0.52548  0.255
C: -2.52374 -1.39150 -1.33928  -0.620
C: -2.54605 0.12581 -1.57296  -0.605
H: -1.69506 -1.78277 -0.74773  0.191
H: -3.47393 -1.75032 -0.92773  0.221
H: -2.50701 -1.81193 -2.34392  0.216
H: -3.52538 0.59456 -1.58197  0.226
H: -1.91491 0.66054 -0.86930  0.168
H: -2.12860 0.29001 -2.57248  0.207